{
  "formula": "C2H5NOS",
  "method": "the ωB97M-V functional and the def2-TZVPD basis",
  "species": ["C", "C", "H", "H", "H", "H", "H", "N", "O", "S"],
  "xyz": [[1.07113, 1.39286, -0.05404], [1.02338, -0.14486, -0.01653], [0.50814, 1.75620, -0.90578], [2.06048, 1.85424, -0.13152], [0.70718, 1.70326, 0.92737], [-0.18463, -1.66218, -0.57014], [-1.88833, -0.15461, 1.31454], [-0.25864, -0.69935, -0.23417], [1.95122, -0.89600, 0.16800], [-1.72308, 0.06741, 0.00526]],
  "forces_ev_per_angstrom": [[0.6, -0.6, 0.5], [-0.2, 0.4, -0.2], [-0.5, 0.2, 0.3], [0.1, -0.8, 0.0], [-0.5, 0.4, -0.3], [-0.4, 0.4, 0.5], [0.0, -0.1, 0.2], [1.2, -0.2, -0.3], [0.0, 0.4, -0.3], [-0.2, 0.1, -0.4]],
  "nbo_charge": [-0.728, 0.694, 0.234, 0.241, 0.240, 0.412, 0.090, -0.823, -0.572, 0.214],
  "charge": 0,
  "smiles": "CC(=O)NS",
  "de_lowest_ev": 0.754,
  "e_tot_ha": -607.379102,
  "homo_lumo_gap_ev": 10.4,
  "max_force_ev_per_a": 1.2,
  "e_lumo_ha": 0.02734
}